# 1
{"formula": "C5H11N", "method": "wB97M-V/def2-TZVPD", "lumo_ev": 1.2, "smiles": "CCC/C=C/N", "homo_lumo_gap_ev": 9.05, "charge": 0, "relative_energy_kcal_mol": 52.1, "energy_ev": -6851.27132, "symbols": ["C", "C", "C", "C", "C", "N", "H", "H", "H", "H", "H", "H", "H", "H", "H", "H", "H"], "coordinates": [[-0.3286, -1.3299, 1.8093], [0.8985, -0.4570, 1.5627], [1.0972, -0.2338, 0.0192], [-0.0375, 0.2377, -0.8411], [-0.3792, 1.4300, -1.3825], [-1.3694, 1.6220, -2.4166], [-0.3082, -1.8598, 2.8086], [-0.3256, -2.0302, 0.9777], [-1.1484, -0.7134, 1.5035], [0.7310, 0.5620, 1.9461], [1.7304, -0.9170, 1.9777], [2.0618, 0.2882, -0.1746], [1.1143, -1.2285, -0.2054], [-0.7978, -0.5637, -0.8189], [-0.0678, 2.2872, -0.8222], [-1.1584, 2.2597, -3.2356], [-1.7125, 0.6466, -2.7078]], "atomic_forces_ev_per_a": [[1.0238, -0.2524, -0.2888], [-2.0818, 2.3466, -1.1718], [0.4947, 2.2596, 1.7265], [-1.7130, -0.0222, 0.5799], [-0.4427, -0.7773, -0.4152], [-0.0720, -1.5939, 0.0591], [-0.5708, 0.8709, -1.2151], [0.0610, -0.9429, 0.2955], [-1.1634, 0.2180, 0.9492], [0.2811, -0.4370, 0.6451], [1.8772, -0.5089, 0.6610], [-0.6850, -0.4492, 0.0377], [1.1093, -2.7201, -1.6444], [0.3090, 0.1276, -1.3615], [0.9231, 0.9101, -0.7097], [-0.0648, -1.3360, 1.7267], [0.7142, 2.3072, 0.1260]]}

=====

# 2
{"formula": "C5H11N", "method": "wB97M-V/def2-TZVPD", "lumo_ev": 1.1, "smiles": "CC/C(C)=C/N", "homo_lumo_gap_ev": 8.49, "charge": 0, "relative_energy_kcal_mol": 17.0, "energy_ev": -6852.78949, "symbols": ["C", "C", "C", "C", "N", "C", "H", "H", "H", "H", "H", "H", "H", "H", "H", "H", "H"], "coordinates": [[-0.2305, 1.5773, -1.6983], [-0.5360, 0.1389, -1.2436], [-0.0449, -0.2550, 0.1511], [-0.1399, -1.5400, 0.5169], [0.2256, -2.0884, 1.7376], [0.6187, 0.7585, 1.0507], [-1.0977, 1.9838, -2.2307], [-0.0756, 2.2256, -0.8390], [0.6786, 1.6331, -2.3014], [-1.6182, -0.0015, -1.2757], [-0.0843, -0.5446, -1.9683], [-0.4328, -2.2423, -0.2528], [0.3524, -1.5558, 2.5763], [-0.0795, -3.0341, 1.8923], [-0.0934, 1.4002, 1.5600], [1.3795, 1.3166, 0.5032], [1.1780, 0.2278, 1.8217]], "atomic_forces_ev_per_a": [[-0.2122, -0.0873, 0.3468], [0.2179, 0.0899, 0.1131], [0.2902, -0.1546, -0.0934], [0.2391, 0.9918, -0.1453], [0.1162, -0.9581, -0.1828], [0.0847, -0.7907, 0.0214], [0.4051, -0.0397, -0.2054], [-0.0438, 0.1204, 0.0258], [-0.2029, 0.0581, -0.0799], [0.0141, -0.0688, -0.0826], [-0.2514, -0.0727, -0.0283], [-0.2693, -0.2979, 0.2474], [-0.1868, 0.2964, -0.1524], [0.0599, 0.1341, 0.1078], [0.0047, 0.4451, -0.0509], [-0.2587, 0.3132, 0.0300], [-0.0068, 0.0209, 0.1285]]}

=====

# 3
{"formula": "C5H11N", "method": "wB97M-V/def2-TZVPD", "lumo_ev": 1.2, "smiles": "CCC/C=C/N", "homo_lumo_gap_ev": 9.27, "charge": 0, "relative_energy_kcal_mol": 22.9, "energy_ev": -6852.53747, "symbols": ["C", "C", "C", "C", "C", "N", "H", "H", "H", "H", "H", "H", "H", "H", "H", "H", "H"], "coordinates": [[-2.3256, 0.8419, 0.9557], [-1.0107, 0.1062, 0.7735], [0.0619, 0.9621, 0.0814], [1.1862, 0.2205, -0.5742], [1.2683, -1.0738, -0.8677], [2.3529, -1.6434, -1.5993], [-2.5000, 1.7055, 0.3162], [-2.3469, 1.2724, 1.9707], [-3.1594, 0.1470, 0.9997], [-0.6100, -0.1691, 1.7602], [-1.0453, -0.8632, 0.2781], [-0.4874, 1.5392, -0.6716], [0.4839, 1.6908, 0.7806], [1.9562, 0.8791, -0.9734], [0.6598, -1.7984, -0.3425], [3.2157, -1.1751, -1.3798], [2.3004, -2.6417, -1.5073]], "atomic_forces_ev_per_a": [[-0.1917, -0.0252, 1.5122], [1.3604, -0.0277, 0.4479], [-0.4927, -0.2578, 0.1771], [-0.1578, 0.2937, -0.5634], [1.1082, 0.1190, 0.6980], [-1.5281, 0.5026, 0.3473], [-0.0427, -0.3896, -0.4983], [0.1486, 0.0363, -0.2252], [-0.2708, 0.0717, -0.5272], [-0.1661, 0.0679, -0.0529], [-0.6846, 0.1753, -0.3942], [0.3465, 0.1226, -0.1641], [-0.1360, 0.0450, 0.0172], [0.0426, -0.0827, -0.1355], [-0.5045, -0.0547, -0.4872], [0.3191, -0.5028, -0.1245], [0.8496, -0.0936, -0.0273]]}

=====

# 4
{"formula": "C5H11N", "method": "wB97M-V/def2-TZVPD", "lumo_ev": 1.1, "homo_lumo_gap_ev": 7.93, "charge": 0, "relative_energy_kcal_mol": 104.1, "energy_ev": -6849.01286, "symbols": ["C", "C", "N", "C", "C", "C", "H", "H", "H", "H", "H", "H", "H", "H", "H", "H", "H"], "coordinates": [[1.2725, 1.6752, 0.7008], [0.1503, 1.4662, -0.2667], [-0.3117, 0.2778, -0.5068], [-1.2720, -0.4132, -1.3524], [-0.4973, -1.0139, -0.2440], [0.4558, -2.1444, -0.0744], [1.1032, 2.5750, 1.3023], [1.3501, 0.8213, 1.3839], [2.2409, 1.7952, 0.1961], [-1.5459, 0.6827, 1.7880], [-0.3061, 2.2886, -0.8081], [-2.3242, -0.1489, -1.2045], [-0.9670, -0.4914, -2.4046], [-1.4524, -0.0231, 1.5391], [-0.0930, -3.0567, 0.1830], [1.1484, -1.9381, 0.7491], [1.0484, -2.3523, -0.9806]], "atomic_forces_ev_per_a": [[0.0540, -0.0208, 0.0551], [-0.0234, -0.0942, -0.0663], [0.0565, -0.0330, 0.0558], [-0.2023, 0.1005, -0.2084], [0.1606, 0.0595, -0.0307], [0.0351, -0.0503, 0.0333], [0.0209, -0.1402, -0.1093], [-0.0168, 0.1335, -0.1152], [-0.1292, -0.0334, 0.0775], [-0.0641, 0.0172, 0.0926], [0.0733, -0.1593, 0.0451], [0.1720, -0.1019, -0.0161], [0.0028, 0.0492, 0.1590], [-0.0868, 0.0992, 0.1320], [0.1246, 0.1502, -0.0565], [-0.1095, -0.0372, -0.1433], [-0.0676, 0.0609, 0.0953]]}

=====

# 5
{"formula": "C5H11N", "method": "wB97M-V/def2-TZVPD", "lumo_ev": 1.2, "smiles": "C[C@@H]1C=N1.[H][H].C=C", "homo_lumo_gap_ev": 11.13, "charge": 0, "relative_energy_kcal_mol": 90.7, "energy_ev": -6849.59547, "symbols": ["C", "C", "N", "C", "C", "C", "H", "H", "H", "H", "H", "H", "H", "H", "H", "H", "H"], "coordinates": [[1.9612, -0.9778, -1.1192], [0.9680, -1.0460, -2.0001], [-1.5714, -0.4103, 0.0019], [-2.0146, 0.7100, 0.3521], [-0.7331, 0.4247, 0.9602], [-0.5823, -0.0511, 2.3847], [0.3857, 1.6557, -1.7694], [1.7849, -1.1269, -0.0557], [2.9880, -0.7820, -1.4199], [1.1433, -0.9052, -3.0648], [-0.0552, -1.2386, -1.6855], [0.0391, 2.3146, -1.7370], [-2.8895, 1.3282, 0.1837], [0.1626, 0.8620, 0.5142], [-0.4133, 0.7926, 3.0642], [0.2706, -0.7333, 2.4772], [-1.4820, -0.5818, 2.7120]], "atomic_forces_ev_per_a": [[-0.1153, -0.0421, -0.1060], [0.1262, -0.0194, 0.1138], [-0.2945, 0.4011, 0.1078], [0.0547, -0.3675, -0.1544], [0.2847, 0.0878, 0.1638], [-0.0308, -0.0119, 0.0121], [-0.0491, 0.0908, 0.0015], [0.0071, 0.0222, -0.1690], [-0.1552, -0.0264, 0.0177], [0.0093, -0.0120, 0.1618], [0.1949, 0.0175, -0.0593], [0.0333, -0.0412, -0.0169], [0.1116, -0.0897, 0.0183], [-0.1662, -0.0651, 0.0637], [-0.0140, -0.1166, -0.0968], [-0.1193, 0.0915, -0.0140], [0.1226, 0.0810, -0.0443]]}

=====

# 6
{"formula": "C5H11N", "method": "wB97M-V/def2-TZVPD", "lumo_ev": 1.2, "smiles": "C1=NC1.[H][H].C=CC", "homo_lumo_gap_ev": 10.77, "charge": 0, "relative_energy_kcal_mol": 91.3, "energy_ev": -6849.56821, "symbols": ["C", "C", "C", "N", "C", "C", "H", "H", "H", "H", "H", "H", "H", "H", "H", "H", "H"], "coordinates": [[0.6930, 0.7289, 1.5916], [1.0748, 1.0024, 0.3458], [0.4964, 2.0865, -0.5131], [-0.2431, -0.8515, -1.7199], [-0.0134, -2.1110, -0.8999], [-1.2391, -1.4095, -1.2043], [-1.3171, -0.7194, 1.4959], [1.1582, -0.0613, 2.1753], [-0.0983, 1.2955, 2.0798], [1.8715, 0.4098, -0.1051], [-0.4122, 2.5060, -0.0692], [0.2527, 1.6928, -1.5044], [1.2172, 2.9021, -0.6467], [0.4669, -1.9760, 0.0692], [0.2733, -3.0033, -1.4542], [-2.3108, -1.2731, -1.1310], [-1.8701, -1.2190, 1.4900]], "atomic_forces_ev_per_a": [[0.1188, 0.0893, -0.1727], [-0.0217, -0.0237, 0.2426], [-0.0477, 0.0367, -0.0182], [-0.5095, -0.1495, 0.1106], [0.2220, -0.2974, 0.1524], [0.2934, 0.2535, -0.2850], [-0.1113, -0.0797, -0.0008], [-0.0344, 0.1028, -0.1012], [0.1024, -0.0508, -0.0866], [-0.0986, 0.0815, 0.0760], [0.1320, -0.0446, -0.0229], [0.0336, 0.0720, 0.1377], [-0.0680, -0.1120, 0.0031], [-0.0778, -0.0036, -0.1492], [-0.0779, 0.1167, 0.0832], [0.1408, -0.0189, -0.0350], [0.0039, 0.0276, 0.0660]]}